Record 1
Formula: C2H10O2S2
Source: the OMol25 dataset
Level of theory: the ωB97M-V functional and the def2-TZVPD basis

The geometry in XYZ format:
```
16
Properties=species:S:1:pos:R:3:mulliken_charge:R:1
C -1.035 -0.436 -1.516 -0.42
S -2.100 -0.908 -0.132 -0.14
S 1.977 -0.023 0.544 -0.05
C 1.160 -1.496 0.973 -0.46
H 0.018 -0.509 -1.173 -0.04
H -1.157 0.623 -1.728 0.27
H -1.310 -1.092 -2.317 0.35
H 0.120 -1.515 0.584 -0.04
H 1.112 -1.579 2.054 0.28
H 1.732 -2.368 0.646 0.33
H 0.808 2.941 -1.466 0.29
H 1.120 1.585 -0.758 0.21
O 0.728 1.991 -1.539 -0.56
H -1.111 0.503 1.314 0.26
H -1.368 1.139 2.602 0.24
O -0.693 1.144 1.912 -0.53
```

ΔE to the lowest compared entry with this formula, charge and spin: 470.0 kJ/mol
Net charge: 0
Kohn-Sham gap: 4.63 eV

=====

Record 2
Formula: C2H10O4
Source: the OMol25 dataset
Level of theory: the ωB97M-V functional and the def2-TZVPD basis

The geometry in XYZ format:
```
16
Properties=species:S:1:pos:R:3:mulliken_charge:R:1
C -0.174 2.850 -0.661 -0.70
C 0.126 2.310 0.609 -0.04
O 1.348 2.364 1.232 -0.45
H -1.177 3.336 -0.813 0.22
H 0.472 3.286 -1.444 0.26
H -0.549 1.913 1.346 0.42
H 2.115 2.273 0.645 0.28
O 1.876 -0.440 -0.199 -0.61
H 2.664 0.173 -0.138 0.29
H 1.302 -0.073 0.483 0.34
O -0.823 -3.299 1.074 -0.65
H -1.195 -3.829 0.288 0.32
H -1.393 -3.618 1.860 0.32
O -1.776 -2.425 -1.727 -0.63
H -1.091 -3.071 -1.560 0.29
H -1.727 -1.751 -0.995 0.34
```

ΔE to the lowest compared entry with this formula, charge and spin: 217.3 kJ/mol
SMILES string: C=CO.O.O.O
Net charge: 0
Kohn-Sham gap: 9.54 eV

=====

Number 1: E -27997.24747 eV. Number 2: E -10423.94100 eV.